# C6H14O

An isolated molecule of C6H14O (ωB97M-V/def2-TZVPD, OMol25).

The SMILES is COCC(C)(C)C. The calculation puts the energy above the lowest of the compared OMol25 structures with the same formula, charge and spin at 0.557 eV. The calculation puts the HOMO-LUMO gap at 10.76 eV. As for the total energy: -312.23456 Eh. The HOMO energy is -9.8 eV.

Each atom is followed by the atoms it is bonded to, with distances in Å.
Element x y z (Å)
1 H 2.4310 -1.0141 -0.6243  C10 1.097
2 H -2.2693 2.2079 0.7446  C16 1.103
3 H 2.1515 -0.3659 1.0026  C10 1.098
4 C -0.0888 -0.6474 -1.6368  C9 1.533, H11 1.097, H17 1.094, H18 1.097
5 H -1.2656 3.4450 -0.0663  C16 1.094
6 C -0.4981 0.3577 0.6156  C9 1.530, H12 1.105, O14 1.407, H19 1.106
7 H 2.0110 0.7017 -0.4126  C10 1.095
8 C 0.0795 -2.0516 0.4288  C9 1.531, H13 1.097, H15 1.097, H20 1.096
9 C 0.3337 -0.6632 -0.1636  C4 1.533, C6 1.530, C8 1.531, C10 1.533
10 C 1.8210 -0.3116 -0.0430  H1 1.097, H3 1.098, H7 1.095, C9 1.533
11 H 0.4469 -1.4254 -2.1940  C4 1.097
12 H -0.1116 0.4553 1.6464  C6 1.105
13 H -0.9711 -2.3455 0.3134  C8 1.097
14 O -0.4459 1.6023 -0.0381  C6 1.407, C16 1.402
15 H 0.3308 -2.0887 1.4960  C8 1.097
16 C -1.2396 2.5714 0.5910  H2 1.103, H5 1.094, O14 1.402, H21 1.102
17 H 0.1276 0.3224 -2.0938  C4 1.094
18 H -1.1653 -0.8343 -1.7394  C4 1.097
19 H -1.5477 0.0177 0.6887  C6 1.106
20 H 0.6947 -2.7996 -0.0843  C8 1.096
21 H -0.8248 2.8659 1.5690  C16 1.102

Results of the Löwdin charge analysis, in e, for atoms 1 through 6: H 0.08; H 0.09; H 0.08; C -0.05; H 0.09; C -0.22